A cluster of 8 separate species, C48H120N8O16 in total, computed with ωB97M-V/def2-TZVPD.

As for the SMILES: COCCNCCOC.COCCNCCOC.COCCNCCOC.COCCNCCOC.COCCNCCOC.COCCNCCOC.COCCNCCOC.COCCNCCOC. As for the energy relative to the best compared isomer or geometry (same formula, charge and spin): 226.0 kcal/mol. As for the electronic energy: -96382.940 eV. For the HOMO-LUMO gap, the calculation gives 9.04 eV.

The geometry in ORCA input format:
```
! RIJCOSX wB97M-V def2-TZVPD def2/J DEFGRID3
* xyz 0 1
O -22.88 12.29 -4.70
O -34.63 22.06 -7.40
O -19.53 22.31 1.84
O -24.56 8.66 -14.69
O -16.49 27.14 5.79
O -16.33 10.88 3.66
O -41.36 10.72 -23.70
O -28.66 12.18 -7.48
O -40.92 17.17 -10.28
O -40.98 21.82 -14.92
O -7.80 12.02 -5.68
O -38.83 12.54 -17.99
O -20.90 14.11 6.24
O -29.68 6.47 -13.51
O -29.18 21.46 -7.48
O -3.49 9.58 -8.04
N -41.61 19.04 -13.34
N -5.15 10.86 -5.35
N -27.51 8.50 -13.49
N -18.21 24.57 4.68
N -17.40 13.35 5.30
N -26.37 13.02 -6.03
N -31.92 20.43 -7.58
N -40.11 11.94 -20.36
C -27.35 7.11 -13.76
C -40.27 13.29 -19.77
C -29.32 13.34 -8.06
C -34.27 20.81 -8.05
C -25.43 9.69 -14.18
C -16.81 25.09 4.45
C -27.20 11.90 -5.70
C -30.84 6.88 -14.27
C -15.58 9.62 3.37
C -19.58 14.27 5.70
C -18.69 13.07 5.95
C -9.18 12.28 -5.44
C -42.19 20.99 -14.93
C -40.67 22.62 -16.07
C -24.88 12.65 -5.87
C -39.09 13.67 -18.88
C -41.03 11.23 -21.25
C -22.03 12.19 -3.49
C -18.84 24.21 3.37
C -42.28 11.58 -24.35
C -35.44 22.92 -8.24
C -28.13 21.82 -8.50
C -7.62 10.56 -5.88
C -6.19 10.45 -6.32
C -37.72 12.62 -17.04
C -16.85 10.92 4.96
C -28.65 12.22 -6.03
C -39.95 16.25 -9.92
C -21.69 15.26 6.21
C -16.41 12.29 5.53
C -2.55 8.64 -8.62
C -19.65 20.85 1.68
C -40.45 11.29 -22.73
C -33.28 20.05 -7.15
C -3.79 11.05 -5.99
C -29.46 20.08 -7.40
C -16.09 27.92 6.97
C -41.70 18.77 -11.92
C -26.20 9.10 -13.04
C -3.29 9.73 -6.61
C -23.60 9.06 -15.61
C -28.55 6.47 -14.43
C -40.62 17.68 -11.59
C -18.64 22.76 2.89
C -42.49 20.16 -13.63
C -24.32 12.44 -4.49
C -16.33 25.69 5.76
C -30.77 19.94 -6.71
H -24.78 11.77 -6.51
H -16.05 28.87 6.44
H -36.78 12.77 -17.58
H -9.80 11.95 -6.28
H -19.01 15.10 6.13
H -41.15 10.20 -20.92
H -5.39 11.77 -4.98
H -28.67 6.79 -15.47
H -37.69 11.83 -16.28
H -37.86 13.51 -16.43
H -19.28 12.25 5.54
H -40.70 19.45 -13.53
H -20.40 20.47 2.36
H -18.63 22.12 3.77
H -24.00 9.65 -16.43
H -19.64 14.56 4.65
H -35.22 20.29 -8.09
H -28.18 5.46 -14.60
H -27.25 6.48 -12.87
H -30.33 13.17 -7.70
H -28.98 13.12 -5.52
H -16.14 12.05 6.56
H -40.00 15.34 -10.52
H -43.53 19.82 -13.60
H -41.48 23.30 -16.35
H -16.96 27.99 7.62
H -22.37 12.70 -2.59
H -22.97 9.63 -14.94
H -1.64 9.20 -8.79
H -27.16 21.41 -8.25
H -27.07 11.65 -4.65
H -24.34 13.42 -6.43
H -17.91 10.88 4.73
H -31.79 21.42 -7.75
H -40.08 12.27 -23.02
H -28.12 8.58 -12.69
H -22.42 15.28 5.41
H -26.54 9.95 -12.44
H -20.06 20.62 0.70
H -22.06 11.13 -3.23
H -42.86 10.99 -25.05
H -33.42 20.29 -6.10
H -2.21 9.77 -6.48
H -24.50 13.32 -3.88
H -41.67 19.62 -11.24
H -29.26 13.24 -9.15
H -40.55 22.09 -17.02
H -41.77 12.34 -24.93
H -16.58 10.12 5.66
H -42.95 12.04 -23.62
H -33.95 20.90 -9.08
H -35.38 22.98 -9.33
H -19.88 24.46 3.55
H -23.07 8.17 -15.94
H -24.74 11.64 -3.88
H -26.91 11.07 -6.35
H -42.62 18.29 -11.60
H -5.86 9.45 -6.60
H -30.95 18.89 -6.46
H -6.06 10.88 -7.31
H -42.16 20.34 -15.81
H -18.73 12.97 7.04
H -29.57 19.61 -8.37
H -31.42 5.97 -14.44
H -33.38 18.97 -7.18
H -39.30 14.49 -18.19
H -28.57 19.64 -6.94
H -39.65 18.09 -11.85
H -7.86 9.99 -4.98
H -35.32 23.97 -7.97
H -28.90 14.29 -7.75
H -39.90 11.23 -19.68
H -24.89 10.57 -13.83
H -18.69 20.38 1.88
H -15.38 12.44 5.22
H -42.36 20.90 -12.85
H -21.10 16.15 5.97
H -26.06 10.17 -14.92
H -3.71 8.85 -6.13
H -9.39 13.32 -5.20
H -30.81 20.40 -5.72
H -26.67 13.19 -6.98
H -40.78 16.84 -12.27
H -14.94 9.19 4.14
H -38.25 13.92 -19.53
H -17.67 22.54 2.45
H -28.08 22.91 -8.44
H -25.59 8.38 -12.50
H -17.42 13.36 4.29
H -38.90 16.52 -10.01
H -39.99 15.99 -8.86
H -29.30 11.43 -5.67
H -20.97 12.38 -3.66
H -18.77 25.35 5.01
H -26.45 6.94 -14.34
H -36.49 22.64 -8.16
H -8.13 10.38 -6.83
H -15.21 27.66 7.56
H -41.18 13.33 -19.17
H -16.87 25.31 6.62
H -3.90 11.71 -6.85
H -42.02 11.69 -21.14
H -42.95 21.76 -15.06
H -14.86 9.85 2.58
H -31.47 7.57 -13.72
H -3.19 11.43 -5.17
H -40.25 14.00 -20.60
H -39.83 23.29 -15.94
H -28.57 21.44 -9.43
H -16.22 24.26 4.08
H -2.74 8.19 -9.59
H -16.23 8.93 2.85
H -16.97 25.89 3.73
H -2.46 7.75 -7.98
H -30.71 7.53 -15.14
H -9.59 11.60 -4.70
H -18.62 24.92 2.58
H -15.29 25.39 5.90
H -22.23 15.41 7.15
H -39.58 10.64 -22.83
*
```

A structure of composition C45H52BrCl3N4O2Sr, computed with ωB97M-V/def2-TZVPD.

As for the energy relative to the best compared isomer or geometry (same formula, charge and spin): 6.8 kcal/mol. As for the electronic energy: -166015.922 eV. For the HOMO-LUMO gap, the calculation gives 5.51 eV.

The geometry in ORCA input format:
```
! RIJCOSX wB97M-V def2-TZVPD def2/J DEFGRID3
* xyz -2 1
Sr -0.65 -0.63 0.37
Br -1.65 -3.16 1.65
Cl -3.23 1.41 -3.35
Cl -6.48 4.42 -0.38
Cl -3.45 0.53 2.04
O -2.72 -0.19 -0.82
O -2.07 -4.31 -4.75
N 1.78 -1.58 0.79
N -0.18 1.81 0.18
N 0.40 0.38 2.50
N 0.81 -0.27 -1.64
C 0.26 1.33 4.63
C 1.11 0.95 -5.22
C 3.15 -4.46 2.73
C -1.00 -4.07 -2.57
C -5.33 3.10 -0.46
C -1.06 3.92 0.46
C -3.10 4.97 1.76
C 1.13 0.29 -3.89
C 2.08 -2.18 1.94
C 3.19 -4.87 -0.35
C 0.03 1.49 3.19
C -3.07 -2.76 -3.29
C 1.76 -1.57 3.20
C -3.48 0.84 -0.71
C 2.54 -0.94 6.54
C 2.81 -3.42 1.77
C 0.84 0.11 4.87
C 1.97 -5.77 -0.58
C -4.86 2.71 -1.69
C -0.48 2.78 1.13
C 2.11 -2.29 -1.55
C 0.64 0.69 -2.60
C -1.05 3.70 -0.86
C -4.84 2.42 0.67
C 4.54 -4.23 3.46
C 1.69 -0.96 -3.65
C 1.08 -0.55 6.18
C -4.00 1.35 0.52
C -0.20 0.71 -6.02
C 1.55 -1.24 -2.25
C 3.74 -1.34 -4.95
C -0.03 1.87 -2.27
C 2.22 -2.45 -0.20
C 0.98 -0.41 3.44
C -2.03 -3.79 -3.65
C -3.97 1.67 -1.81
C -0.77 5.41 -2.78
C -1.69 5.13 1.17
C -1.67 4.54 -1.93
C -1.56 2.68 5.72
C 2.83 -3.62 0.40
C 2.34 -1.85 -4.66
C -0.06 2.45 5.60
C -0.35 2.67 2.54
C -0.41 2.36 -1.02
H 0.48 2.30 6.55
H 3.51 -4.59 -1.39
H 4.27 -1.88 -5.78
H 0.82 0.12 7.00
H -1.74 3.67 6.07
H 3.23 -5.38 2.15
H 0.08 4.81 -3.18
H -3.99 -3.38 -3.24
H -0.54 3.63 3.07
H 5.05 -5.15 3.82
H 2.35 -4.56 3.44
H -0.58 -5.07 -2.61
H 3.16 -0.07 6.25
H -5.19 3.17 -2.63
H -0.32 6.22 -2.16
H 2.61 -3.02 -2.14
H 5.29 -3.79 2.80
H 2.66 -1.07 7.57
H 4.41 -3.68 4.38
H -2.33 5.23 -1.42
H 4.35 -1.45 -4.05
H 1.18 -5.01 -0.90
H -1.48 -4.00 -1.61
H 1.66 -6.29 0.31
H -1.72 5.82 0.34
H -3.29 -2.20 -4.17
H 1.30 2.03 -5.07
H -0.37 -0.36 -5.87
H -3.44 5.86 2.31
H -2.00 2.65 4.68
H 2.33 -2.94 -4.37
H -0.93 5.63 1.89
H -3.08 4.14 2.48
H -1.37 5.88 -3.57
H -0.08 0.83 -7.11
H 0.44 -1.50 6.32
H 1.73 -1.74 -5.58
H -1.04 1.15 -5.55
H 0.34 3.37 5.15
H 2.91 -1.76 5.94
H 2.11 -1.99 4.06
H 3.70 -0.25 -5.13
H -3.01 -2.05 -2.43
H -2.04 1.96 6.36
H -3.74 4.72 0.93
H -2.36 3.96 -2.53
H 2.18 -6.56 -1.33
H -5.21 2.60 1.69
H 1.92 0.55 -5.80
H 3.97 -5.45 0.13
H -0.16 -3.36 -2.51
H -0.18 2.49 -3.10
*
```

Which of these has the lowest electronic energy? C45H52BrCl3N4O2Sr